Record 1
ORCA calculation (ωB97M-V/def2-TZVPD) on a structure of composition C34H42BrClN3O4ReSbSi3 at a distorted geometry.

Atoms and positions in Å:
Re 0.051 -0.213 0.894
C 0.462 -1.460 5.300
C 0.745 -1.263 3.946
N -0.179 -0.880 3.078
C -1.453 -0.677 3.518
C -1.818 -0.844 4.853
C -0.814 -1.248 5.753
C -3.186 -0.634 5.247
C -4.126 -0.351 4.328
C -3.776 -0.208 2.939
C -4.734 0.047 1.940
C -4.331 0.174 0.636
C -2.973 0.084 0.336
N -2.045 -0.141 1.259
C -2.445 -0.325 2.552
H 1.250 -1.780 5.971
H 1.742 -1.422 3.562
H -1.064 -1.411 6.796
H -3.443 -0.730 6.298
H -5.166 -0.233 4.613
H -5.782 0.132 2.211
H -5.042 0.355 -0.161
H -2.624 0.208 -0.674
Cl 0.558 7.227 2.942
C 0.347 5.599 2.414
C -0.508 5.310 1.360
C -0.661 4.007 0.924
C 0.036 2.953 1.505
O -0.159 1.714 0.990
C 0.886 3.252 2.574
C 1.731 2.258 3.218
O 1.868 1.103 2.855
C 1.023 4.572 3.019
H -1.051 6.118 0.879
H -1.329 3.789 0.101
H 2.311 2.619 4.085
H 1.698 4.785 3.845
Br 3.006 1.876 0.283
C 3.223 0.109 0.872
C 4.477 -0.310 1.278
C 4.663 -1.640 1.615
C 3.597 -2.521 1.490
C 2.380 -2.017 1.111
N 2.164 -0.712 0.837
C 1.178 -2.894 0.906
O 1.282 -4.082 0.842
O 0.048 -2.201 0.723
H 5.289 0.403 1.321
H 5.630 -1.986 1.967
H 3.670 -3.579 1.707
C 0.763 3.197 -2.442
Si -0.535 1.953 -2.851
C -2.240 2.324 -2.224
C -0.589 1.582 -4.662
Sb 0.117 -0.344 -1.753
Si -1.499 -2.379 -2.482
C -1.686 -1.993 -4.285
C -3.176 -2.232 -1.716
C -0.675 -3.975 -2.090
Si 2.393 -1.193 -3.011
C 1.995 -0.928 -4.793
C 3.844 -0.166 -2.537
C 2.544 -2.967 -2.515
H 0.527 4.154 -2.924
H 1.738 2.861 -2.813
H 0.851 3.369 -1.366
H -2.585 3.299 -2.590
H -2.280 2.340 -1.132
H -2.943 1.567 -2.589
H -0.951 2.466 -5.207
H -1.260 0.749 -4.892
H 0.404 1.338 -5.054
H -2.330 -1.117 -4.419
H -2.162 -2.837 -4.805
H -0.734 -1.798 -4.779
H -3.671 -1.296 -1.993
H -3.158 -2.323 -0.625
H -3.790 -3.055 -2.106
H 0.062 -4.244 -2.848
H -1.438 -4.763 -2.066
H -0.188 -3.965 -1.113
H 2.130 0.121 -5.076
H 0.978 -1.224 -5.047
H 2.679 -1.528 -5.408
H 3.606 0.896 -2.493
H 4.614 -0.305 -3.309
H 4.273 -0.469 -1.579
H 2.051 -3.613 -3.246
H 2.113 -3.178 -1.535
H 3.601 -3.256 -2.485

Forces on atoms 1 to 6 (eV/Å):
Re 0.065 0.805 1.352
C 0.041 -0.077 0.081
C -0.152 0.034 -0.161
N -0.183 0.444 -0.343
C 0.417 -0.108 -0.049
C -0.110 -0.027 0.199

For the energy above the lowest of the compared OMol25 structures with the same formula, charge and spin, the calculation gives 0.0 kJ/mol. The spin multiplicity is 2. As for the largest force on an atom: 1.57 eV Å⁻¹. The HOMO energy (alpha / beta) is -13.30 / -13.19 eV. Its net charge is +2. For the LUMO energy (alpha / beta), the calculation gives -0.254 / -0.245 Eh.

Results of the Löwdin charge analysis, in e, for atoms 1 through 5: 1.38, 0.00, -0.08, 0.02, -0.13

***

Record 2
ORCA calculation (ωB97M-V/def2-TZVPD) on the molecule C3H6N2O at a distorted geometry.

Atoms and positions in Å:
N 1.212 -0.555 0.998
C 0.048 -0.754 0.141
C -0.513 0.633 -0.208
O 0.498 1.561 -0.506
C -1.445 0.532 -1.355
N -2.157 0.463 -2.262
H 0.987 0.076 1.762
H 1.504 -1.430 1.420
H 0.377 -1.255 -0.777
H -0.762 -1.360 0.574
H -1.092 1.002 0.653
H 1.342 1.088 -0.440

Forces on atoms 1 to 6 (eV/Å):
N -0.061 -0.090 0.272
C -0.131 -0.053 -0.184
C -0.176 -0.143 0.066
O 0.176 -0.038 -0.106
C -0.627 -0.034 -0.789
N 0.649 0.013 0.902

For the energy above the lowest of the compared OMol25 structures with the same formula, charge and spin, the calculation gives 142.8 kJ/mol. As for the largest force on an atom: 1.11 eV Å⁻¹. Its structure (SMILES) is N#C[C@H](O)CN. The HOMO energy is -10.52 eV. Its net charge is 0. For the LUMO energy, the calculation gives 0.023 Eh.

Results of the natural (NBO) charge analysis, in e, for atoms 1 through 5: -0.85, -0.23, 0.00, -0.69, 0.26

***

Record 3
ORCA calculation (ωB97M-V/def2-TZVPD) on a structure of composition C31H34CaF3N6O2S.

Atoms and positions in Å:
Ca 0.089 -0.039 -0.449
C -2.976 -0.596 -0.881
N -1.822 -1.460 -1.149
C -1.681 -1.711 -2.606
C -0.276 -1.495 -3.187
C -0.022 -0.060 -3.655
N -0.275 0.860 -2.553
C -0.264 2.119 -2.772
C -0.465 3.168 -1.788
C -0.342 4.484 -2.259
C -0.544 5.581 -1.451
C -0.900 5.366 -0.118
C -1.033 4.091 0.382
C -0.800 2.942 -0.413
O -0.913 1.762 0.107
C -1.945 -2.708 -0.379
C -0.668 -3.541 -0.254
C 0.335 -3.071 0.805
N 1.125 -1.916 0.430
C 2.351 -1.906 0.973
C 3.293 -0.853 1.057
C 4.454 -1.058 1.870
C 5.391 -0.084 2.106
C 5.267 1.188 1.533
C 4.183 1.420 0.693
C 3.245 0.441 0.465
O 2.210 0.741 -0.463
H -3.919 -1.072 -1.192
H -2.855 0.345 -1.416
H -3.028 -0.370 0.185
H -2.372 -1.046 -3.131
H -2.013 -2.734 -2.819
H -0.135 -2.164 -4.039
H 0.479 -1.798 -2.452
H -0.676 0.169 -4.506
H 1.017 0.049 -3.982
H -0.073 2.486 -3.788
H -0.071 4.627 -3.300
H -0.432 6.584 -1.840
H -1.076 6.213 0.535
H -1.316 3.922 1.414
H -2.742 -3.323 -0.831
H -2.282 -2.443 0.627
H -0.172 -3.638 -1.224
H -0.983 -4.550 0.031
H 0.988 -3.923 1.050
H -0.240 -2.860 1.726
H 2.674 -2.813 1.495
H 4.578 -2.037 2.320
H 6.242 -0.312 2.738
H 6.004 1.959 1.709
H 4.071 2.361 0.167
N 0.454 0.668 2.275
N 0.339 0.232 3.608
C -0.805 -0.325 4.036
N -0.693 -0.989 5.231
S -2.242 -0.262 3.197
H 1.076 1.473 2.254
H -0.461 1.037 2.003
H 1.202 -0.174 3.945
H 0.023 -0.689 5.874
H -1.577 -1.226 5.648
F 5.942 3.621 -7.977
C 5.906 2.310 -7.641
F 7.205 1.875 -7.703
F 5.309 1.675 -8.702
C 5.256 2.055 -6.352
C 4.684 3.089 -5.582
C 4.081 2.825 -4.382
C 3.998 1.490 -3.863
C 4.586 0.454 -4.662
C 5.185 0.731 -5.857
C 3.353 1.214 -2.664
C 2.572 0.960 -1.746
H 4.728 4.109 -5.943
H 3.652 3.633 -3.803
H 4.549 -0.565 -4.297
H 5.619 -0.076 -6.437

Forces on atoms 1 to 6 (eV/Å):
Ca 0.135 -0.642 0.553
C -0.052 -0.003 -0.016
N 0.019 -0.091 -0.155
C -0.034 -0.036 0.021
C 0.027 0.037 -0.032
C 0.018 0.004 0.001

As for the largest force on an atom: 0.98 eV Å⁻¹. The HOMO energy (alpha / beta) is -2.49 / -1.51 eV. Its net charge is -1. For the LUMO energy (alpha / beta), the calculation gives 0.077 / 0.076 Eh.

Results of the Löwdin charge analysis, in e, for atoms 1 through 5: 1.37, -0.10, -0.30, -0.19, -0.18